No. 1
This record from OMol25 describes C30H25BrN5NiO4S as an isolated structure. The level of theory is wB97M-V/def2-TZVPD.

Calculated values
**Charge**: -1
**F_max**: 0.79 eV/Å
**Expectation value of S²**: 2.0047
**Gap between HOMO and LUMO (spin up / spin down)**: 6.58 / 6.63 eV
**2S+1**: 3

Geometry as XYZ:
```
67
C30H25BrN5NiO4S, DFT wB97M-V/def2-TZVPD
Ni -1.395 1.021 0.268
O 1.762 -2.319 0.473
C 0.993 -3.370 0.120
C 1.597 -4.626 0.043
C 0.850 -5.738 -0.300
C -0.510 -5.618 -0.576
C -1.103 -4.369 -0.506
C -0.376 -3.231 -0.166
C -1.034 -1.886 -0.113
O -0.323 -0.907 0.324
N -2.256 -1.797 -0.549
N -2.696 -0.465 -0.433
C -3.912 -0.321 -0.807
C -4.678 0.905 -0.826
C -6.001 0.830 -1.285
C -6.821 1.934 -1.353
C -6.294 3.170 -0.943
C -5.002 3.277 -0.489
C -4.136 2.150 -0.413
O -2.934 2.295 0.014
H 1.125 -1.555 0.539
H 2.653 -4.704 0.270
H 1.332 -6.707 -0.351
H -1.097 -6.489 -0.839
H -2.156 -4.238 -0.721
H -4.418 -1.228 -1.142
H -6.377 -0.142 -1.591
H -7.839 1.852 -1.712
H -6.919 4.056 -0.982
H -4.595 4.229 -0.168
C -1.609 0.421 3.032
O -1.068 1.293 2.101
H -2.694 0.270 2.896
H -1.473 0.794 4.057
H -1.157 -0.584 2.996
S 5.644 0.042 -0.045
C 3.932 0.536 -0.137
C 3.294 0.642 -1.363
C 1.939 0.938 -1.371
N 1.233 1.132 -0.263
C 1.857 1.072 0.911
C 3.208 0.777 1.020
C 5.403 -1.727 0.035
C 5.460 -2.503 -1.112
C 5.261 -3.871 -1.001
N 5.017 -4.492 0.153
C 4.957 -3.732 1.245
C 5.147 -2.358 1.241
H 3.830 0.468 -2.287
H 1.393 0.977 -2.309
H 1.214 1.223 1.776
H 3.677 0.704 1.992
H 5.652 -2.049 -2.075
H 5.293 -4.497 -1.886
H 4.739 -4.246 2.175
H 5.081 -1.789 2.158
Br 0.712 6.285 -2.594
C 0.124 5.399 -1.026
C -0.054 6.098 0.152
C -0.487 5.391 1.260
C -0.728 4.029 1.149
N -0.545 3.371 0.003
C -0.126 4.038 -1.063
H 0.142 7.161 0.196
H -0.644 5.892 2.207
H -1.076 3.411 1.972
H 0.011 3.477 -1.981
```

---

No. 2
This record from OMol25 describes C30H25N9O11P2SSr as an isolated structure in a non-equilibrium geometry. The level of theory is wB97M-V/def2-TZVPD.

Calculated values
**Charge**: -2
**F_max**: 2.07 eV/Å
**Gap between HOMO and LUMO (spin up / spin down)**: 4.14 / 3.74 eV

Geometry as XYZ:
```
79
C30H25N9O11P2SSr, DFT wB97M-V/def2-TZVPD
Sr 0.579 0.328 0.519
O -0.574 0.429 -5.087
C -1.020 1.676 -4.941
C -1.452 2.388 -6.007
C -2.205 3.607 -5.850
C -2.489 4.138 -4.650
C -1.846 3.571 -3.469
C -1.049 2.281 -3.568
C -0.829 1.414 -2.412
O -0.638 2.086 -1.166
N -0.973 0.099 -2.474
N -0.880 -0.661 -1.391
C -0.990 -1.971 -1.602
C -0.794 -3.029 -0.635
C -1.005 -4.345 -1.075
C -0.795 -5.450 -0.263
C -0.353 -5.247 1.045
C -0.132 -3.967 1.526
C -0.347 -2.823 0.723
O -0.144 -1.640 1.168
H -0.601 0.003 -4.173
H -1.366 1.932 -6.985
H -2.632 4.046 -6.746
H -3.191 4.955 -4.540
H -2.242 3.807 -2.485
H -1.217 -2.283 -2.625
H -1.340 -4.489 -2.099
H -0.974 -6.449 -0.643
H -0.178 -6.098 1.696
H 0.228 -3.798 2.534
S -2.201 2.588 7.787
N -0.701 2.165 7.311
C -0.791 1.843 6.011
C 0.305 1.418 5.170
C 1.613 1.321 5.659
C 2.619 0.938 4.807
C 2.303 0.648 3.477
N 1.072 0.721 3.004
C 0.073 1.112 3.818
C -1.298 1.235 3.266
N -1.499 0.950 1.969
C -2.711 1.073 1.457
C -3.811 1.490 2.211
C -3.628 1.788 3.541
C -2.350 1.664 4.099
C -2.090 1.965 5.485
N -3.001 2.384 6.382
H 1.795 1.555 6.700
H 3.644 0.848 5.144
H 3.068 0.340 2.777
H -2.804 0.814 0.407
H -4.784 1.572 1.743
H -4.441 2.118 4.175
O 3.220 1.674 0.269
P 2.873 1.478 -1.310
O 4.039 1.542 -2.185
O 1.827 0.400 -1.411
O 1.867 2.841 -1.544
P 0.548 3.060 -0.713
O 0.115 4.536 -1.008
O -0.395 3.582 -3.484
O 0.779 2.808 0.741
H 2.391 2.025 0.673
H 0.066 4.633 -1.979
C 4.936 -4.146 -1.111
N 4.402 -3.240 -0.132
C 4.444 -3.474 1.292
C 3.412 -2.460 1.801
O 3.195 -2.283 2.978
N 2.817 -1.839 0.724
C 3.400 -2.342 -0.353
N 3.000 -2.037 -1.592
H 5.887 -4.538 -0.749
H 5.145 -3.628 -2.048
H 4.265 -4.987 -1.319
H 5.427 -3.272 1.721
H 4.130 -4.486 1.563
H 2.412 -1.203 -1.678
H 3.614 -2.232 -2.362
```

---

Results for ΔE to the lowest compared entry with this formula, charge and spin: 0.654 7.636 (in eV, following the order of the records).